Formula: C46H41BN8O2PtS
Source: OMol25
Level of theory: wB97M-V/def2-TZVPD

Geometry as XYZ:
```
100
Properties=species:S:1:pos:R:3:mulliken_charge:R:1
Pt 0.06 0.29 -0.12 0.438
C 1.28 -2.50 4.33 -1.548
C 0.79 -1.30 3.60 0.740
C 0.33 -0.11 4.13 -1.173
C -0.01 0.69 3.03 -0.253
N 0.21 0.00 1.91 -0.462
N 0.70 -1.21 2.26 0.909
B 1.11 -2.32 1.25 -1.074
N 2.12 -1.69 0.28 1.365
N 1.96 -0.41 -0.06 -0.140
C 3.08 0.03 -0.65 0.181
C 3.99 -1.04 -0.68 -1.094
C 3.33 -2.11 -0.11 0.448
C 3.82 -3.51 0.03 -1.651
C 3.32 1.40 -1.06 0.519
C 2.40 2.42 -0.80 1.850
C 2.68 3.73 -1.11 -1.017
C 3.89 4.07 -1.69 -0.565
C 4.80 3.07 -1.98 -0.896
C 4.53 1.76 -1.67 -0.921
N -0.15 -2.85 0.57 0.760
N -1.13 -2.02 0.19 0.130
C -2.14 -2.77 -0.25 -0.535
C -1.78 -4.13 -0.16 -0.860
C -0.51 -4.13 0.37 0.484
C 0.33 -5.31 0.70 -1.604
C -3.41 -2.23 -0.70 0.379
C -3.76 -0.94 -0.34 0.297
C -4.95 -0.37 -0.74 -0.417
C -5.84 -1.12 -1.49 -0.721
C -5.53 -2.42 -1.83 -0.912
C -4.32 -2.98 -1.45 -0.233
C -0.49 2.07 3.13 0.286
C -0.08 3.06 2.24 0.081
C -0.52 4.36 2.39 -0.744
C -1.34 4.70 3.45 -0.495
C -1.76 3.73 4.34 -0.864
C -1.34 2.42 4.18 -0.396
H 1.22 -2.31 5.40 0.415
H 2.32 -2.73 4.08 0.239
H 0.67 -3.37 4.09 0.296
H 0.28 0.15 5.17 0.605
H 1.64 -3.20 1.83 -0.220
H 4.98 -1.05 -1.09 0.521
H 4.90 -3.54 -0.13 0.447
H 3.35 -4.13 -0.73 0.213
H 3.58 -3.92 1.01 0.281
H 1.44 2.16 -0.35 -0.589
H 1.95 4.50 -0.89 0.446
H 4.11 5.10 -1.93 0.409
H 5.74 3.32 -2.44 0.400
H 5.25 0.99 -1.90 0.386
H -2.37 -4.99 -0.41 0.630
H -0.24 -6.22 0.52 0.438
H 0.63 -5.28 1.74 0.234
H 1.22 -5.33 0.08 0.176
H -3.06 -0.39 0.28 0.499
H -5.19 0.64 -0.45 0.384
H -6.78 -0.69 -1.79 0.418
H -6.23 -3.01 -2.40 0.417
H -4.09 -4.00 -1.72 0.280
H 0.59 2.80 1.43 0.621
H -0.21 5.11 1.68 0.458
H -1.65 5.73 3.58 0.414
H -2.41 4.00 5.16 0.414
H -1.69 1.65 4.86 0.517
C -2.87 -4.61 -5.64 -1.638
C -2.04 -3.49 -5.08 0.798
C -1.73 -3.48 -3.72 -0.238
C -0.92 -2.49 -3.20 -0.141
C -0.43 -1.50 -4.02 -0.556
C -0.73 -1.48 -5.36 -0.264
C -1.55 -2.47 -5.88 -0.797
S 0.80 -0.45 -3.23 1.609
O 1.46 0.37 -4.21 -0.729
O 1.63 -1.37 -2.49 -0.644
N 0.00 0.49 -2.11 -0.189
C -0.99 1.31 -2.55 0.507
C -1.19 1.68 -3.90 -0.700
C -2.25 2.50 -4.23 -0.945
C -3.13 2.98 -3.25 -1.059
C -2.95 2.65 -1.89 1.592
C -3.78 3.11 -0.86 -1.219
C -3.54 2.67 0.45 -1.666
C -2.51 1.81 0.70 -0.006
N -1.64 1.38 -0.27 0.575
C -1.87 1.79 -1.55 -0.282
H -2.81 -5.49 -4.99 0.361
H -2.52 -4.89 -6.63 0.430
H -3.91 -4.31 -5.72 0.299
H -2.10 -4.26 -3.07 0.482
H -0.63 -2.49 -2.16 -0.156
H -0.32 -0.71 -6.00 0.490
H -1.79 -2.46 -6.94 0.425
H -0.47 1.37 -4.63 0.861
H -2.41 2.78 -5.26 0.419
H -3.95 3.61 -3.54 0.432
H -4.61 3.77 -1.08 0.455
H -4.18 2.97 1.27 0.577
H -2.35 1.40 1.69 0.876
```

As for the spin multiplicity: 1. The value obtained for the HOMO energy is -7.27 eV. As for the LUMO energy: -0.465 eV.

***

Formula: C46H41ClF9FeN3O4PS
Source: OMol25
Level of theory: wB97M-V/def2-TZVPD

Geometry as XYZ:
```
107
Properties=species:S:1:pos:R:3:mulliken_charge:R:1
Fe 0.45 -2.03 -0.11 0.075
O 0.39 -3.94 3.35 -0.686
Cl -0.22 -3.14 2.36 2.137
O 0.75 -2.06 1.98 -0.278
O -0.46 -3.87 1.14 -0.713
O -1.40 -2.50 2.81 -0.697
C -3.10 3.54 -2.17 -1.222
C -3.81 2.65 -1.14 1.723
C -4.09 3.47 0.13 -1.700
C -5.15 2.17 -1.73 -1.698
C -2.98 1.42 -0.84 0.820
C -3.03 0.75 0.39 -0.772
C -2.20 -0.32 0.63 -1.203
N -1.35 -0.80 -0.28 -0.403
C -1.38 -0.26 -1.51 1.302
C -2.15 0.85 -1.81 -0.577
C -0.56 -0.96 -2.49 -0.571
C -0.79 -0.90 -3.85 -0.263
C -0.21 -1.86 -4.72 0.111
C 0.77 -2.66 -4.21 -0.984
C 1.29 -2.42 -2.83 1.025
N 0.34 -1.79 -1.95 -0.158
C -0.75 -1.95 -6.13 1.704
C -2.28 -2.09 -6.10 -1.430
C -0.17 -3.13 -6.90 -2.007
C -0.39 -0.64 -6.85 -1.497
H -3.62 4.51 -2.26 0.454
H -3.10 3.07 -3.19 0.352
H -2.05 3.72 -1.88 0.124
H -4.63 4.40 -0.14 0.455
H -3.15 3.74 0.64 0.266
H -4.73 2.91 0.85 0.375
H -5.77 3.03 -2.05 0.427
H -5.74 1.59 -0.99 0.342
H -4.97 1.52 -2.62 0.328
H -3.72 1.08 1.18 0.399
H -2.24 -0.85 1.59 0.950
H -2.06 1.29 -2.80 0.062
H -1.53 -0.19 -4.23 0.557
H 1.24 -3.46 -4.81 0.514
H 2.18 -1.75 -2.93 0.103
H -2.58 -3.01 -5.55 0.339
H -2.67 -2.18 -7.14 0.405
H -2.78 -1.23 -5.62 0.311
H -0.42 -4.10 -6.41 0.392
H 0.94 -3.05 -7.00 0.371
H -0.60 -3.16 -7.93 0.382
H -0.80 0.25 -6.34 0.304
H -0.80 -0.65 -7.89 0.440
H 0.72 -0.53 -6.92 0.339
S 3.35 -4.38 -2.69 -0.303
C 1.79 -3.65 -2.04 -0.421
N 1.99 -3.23 -0.70 0.215
C 3.18 -3.58 -0.20 -0.278
C 3.62 -3.35 1.11 -0.100
C 4.88 -3.76 1.48 -0.914
C 5.75 -4.37 0.56 -0.499
C 5.35 -4.59 -0.75 -0.703
C 4.08 -4.20 -1.13 0.794
H 1.02 -4.46 -2.09 0.556
H 2.93 -2.89 1.82 0.412
H 5.23 -3.61 2.51 0.493
H 6.75 -4.68 0.88 0.390
H 6.03 -5.05 -1.49 0.385
F -2.61 5.12 6.78 -0.255
C -3.14 4.80 5.58 0.755
F -4.44 4.50 5.81 -0.285
F -3.13 5.94 4.85 -0.258
C -2.40 3.70 4.91 0.311
C -1.02 3.87 4.69 -1.051
C -0.30 2.87 4.06 -0.133
C -0.93 1.71 3.63 -0.145
C -2.30 1.55 3.87 -0.426
C -3.04 2.53 4.51 -0.786
P -0.04 0.36 2.77 1.476
C 0.58 1.18 1.27 1.345
C 0.04 2.38 0.80 -0.786
C 0.34 2.84 -0.47 -1.009
C 1.19 2.10 -1.30 -0.225
C 1.77 0.93 -0.83 -0.950
C 1.48 0.48 0.45 -0.924
C 1.37 2.50 -2.72 0.769
F 1.38 3.84 -2.91 -0.297
F 2.49 2.01 -3.28 -0.307
F 0.33 2.04 -3.49 -0.150
C 1.41 0.20 3.84 0.194
C 2.73 0.38 3.42 -0.121
C 3.77 0.11 4.28 -1.286
C 3.52 -0.33 5.58 0.395
C 2.20 -0.50 6.02 -0.992
C 1.17 -0.25 5.14 -0.623
C 4.68 -0.63 6.45 0.846
F 4.35 -0.99 7.71 -0.286
F 5.52 0.44 6.56 -0.263
F 5.44 -1.64 5.95 -0.250
H -0.53 4.79 5.02 0.391
H 0.78 3.00 3.89 0.408
H -2.80 0.61 3.55 0.549
H -4.12 2.39 4.70 0.469
H -0.64 2.97 1.42 0.182
H -0.08 3.80 -0.82 0.597
H 2.49 0.37 -1.45 0.651
H 1.99 -0.42 0.84 0.593
H 2.95 0.76 2.42 0.532
H 4.82 0.25 3.95 0.416
H 2.00 -0.84 7.04 0.461
H 0.13 -0.41 5.47 0.410
```

The energy above the lowest of the compared OMol25 structures with the same formula, charge and spin is 0.0 kcal per mole. As for the spin multiplicity: 5. The net charge is +1. The value obtained for the HOMO energy (alpha / beta) is -10.62 / -10.63 eV. As for the LUMO energy (alpha / beta): -3.538 / -5.076 eV.

***

Formula: C46H42N5O
Source: OMol25
Level of theory: wB97M-V/def2-TZVPD

Geometry as XYZ:
```
94
Properties=species:S:1:pos:R:3:mulliken_charge:R:1
C -1.22 2.84 1.55 -0.931
O -0.77 1.81 2.45 0.375
C -1.38 0.61 2.49 -0.269
C -2.83 0.58 2.36 0.299
C -3.44 -0.09 1.29 -0.030
C -4.83 -0.17 1.23 -0.803
C -5.62 0.52 2.16 -0.621
C -5.00 1.28 3.16 -0.639
C -3.62 1.34 3.26 -0.456
C -0.53 -0.49 2.52 -0.425
N -0.86 -1.79 2.31 1.137
C -2.11 -2.44 2.43 -0.149
C -2.45 -3.38 1.45 -0.347
C -3.71 -3.98 1.51 -0.654
C -4.58 -3.69 2.57 -0.480
C -4.19 -2.80 3.57 -0.673
C -2.94 -2.19 3.52 0.058
N 0.25 -2.57 2.07 -1.207
C 1.28 -1.75 2.24 0.257
C 2.67 -2.19 2.29 0.446
C 3.67 -1.54 3.04 -0.089
C 4.97 -2.04 3.07 -0.715
C 5.29 -3.22 2.39 -0.390
C 4.29 -3.90 1.68 -0.620
C 2.98 -3.41 1.65 -0.529
N 0.86 -0.45 2.47 0.665
C 1.67 0.72 2.35 -1.150
C 1.97 1.44 3.50 0.739
C 2.82 2.55 3.40 -1.045
C 3.29 2.96 2.15 -0.631
C 2.95 2.24 1.01 -1.043
C 2.14 1.10 1.11 0.080
H -0.43 3.60 1.61 0.210
H -1.31 2.46 0.52 0.329
H -2.18 3.25 1.88 0.318
H -2.80 -0.56 0.55 0.579
H -5.30 -0.78 0.45 0.429
H -6.71 0.45 2.11 0.377
H -5.61 1.84 3.88 0.402
H -3.11 1.94 4.02 0.621
H -1.74 -3.59 0.64 0.467
H -4.01 -4.68 0.73 0.370
H -5.56 -4.17 2.62 0.388
H -4.87 -2.57 4.40 0.390
H -2.60 -1.49 4.29 0.447
H 3.42 -0.64 3.60 0.439
H 5.74 -1.50 3.63 0.392
H 6.31 -3.61 2.42 0.374
H 4.53 -4.83 1.16 0.376
H 2.19 -3.94 1.13 0.456
H 1.57 1.11 4.46 0.694
H 3.09 3.09 4.31 0.446
H 3.94 3.84 2.07 0.451
H 3.30 2.56 0.02 0.424
H 1.86 0.52 0.22 0.504
C 0.87 -1.21 10.26 -1.000
N 0.50 0.18 10.37 0.267
C 0.24 0.64 11.72 -1.003
C 0.34 1.00 9.25 -0.232
C -0.95 1.19 8.69 -0.524
C -1.12 2.03 7.60 -0.696
C -0.04 2.75 7.05 0.861
C -0.24 3.73 6.02 -0.038
C -1.40 4.48 5.91 0.609
C -1.71 5.39 4.81 0.638
C -1.05 5.70 3.63 -0.167
C -1.57 6.74 2.83 -0.901
C -2.70 7.47 3.22 -0.768
C -3.37 7.16 4.42 -0.971
C -2.86 6.11 5.17 0.073
N -3.27 5.67 6.44 0.189
C -4.34 6.21 7.24 -0.910
C -2.45 4.68 6.86 -0.848
C 1.26 2.49 7.57 -0.769
C 1.44 1.64 8.64 -0.363
H 1.01 -1.47 9.20 0.301
H 1.80 -1.40 10.81 0.328
H 0.08 -1.84 10.70 0.317
H -0.05 1.69 11.71 0.293
H -0.56 0.03 12.17 0.325
H 1.15 0.52 12.33 0.327
H -1.79 0.67 9.14 0.476
H -2.12 2.16 7.18 0.659
H 0.61 4.01 5.40 0.279
H -0.15 5.14 3.37 0.476
H -1.07 6.99 1.89 0.442
H -3.06 8.28 2.59 0.400
H -4.24 7.71 4.77 0.305
H -4.82 7.02 6.69 0.298
H -5.07 5.43 7.48 0.340
H -3.95 6.60 8.20 0.351
H -2.60 4.19 7.82 0.698
H 2.12 3.02 7.14 0.422
H 2.43 1.46 9.08 0.475
```

As for the spin multiplicity: 1. The net charge is +1. The value obtained for the HOMO energy is -7.89 eV. As for the LUMO energy: -4.860 eV.

***

no.,calculated total energy (eV)
1,-79146.062
2,-152507.991
3,-57873.062